(1)
Density functional theory data (the ωB97M-V functional and the def2-TZVPD basis) for C34H25AsBr4HgNOSSe as an isolated structure in a non-equilibrium geometry.

## Properties
2S+1: 2
HOMO level (spin up / spin down): -1.77 / -1.73 eV
DFT total energy: -460568.2628 eV
expectation value of S²: 0.77
gap between HOMO and LUMO (spin up / spin down): 5.63 / 4.47 eV
total charge: -2

Geometry (Å):
Hg1 -1.27794 -1.46897 -0.09189
Br1 -2.50088 -1.06862 2.39418
C1 -2.73744 -3.02236 -0.51641
Br2 -2.94612 -3.85116 -2.27498
H1 -3.65603 -2.47573 -0.35208
H2 -2.63353 -3.82834 0.19968
Br3 2.67714 0.46722 -3.33934
C2 2.97444 -0.21732 -1.59656
C3 4.28201 -0.29485 -1.11922
C4 4.55036 -0.77128 0.13582
Br4 6.36833 -0.81770 0.73390
C5 3.50834 -1.23534 0.96908
C6 3.67872 -1.78064 2.26181
C7 2.59536 -2.22874 2.96084
C8 1.32077 -2.16891 2.37081
N1 1.13919 -1.65900 1.17791
C9 2.18054 -1.16534 0.47628
C10 1.84180 -0.58835 -0.83822
O1 0.65421 -0.40801 -1.20659
H3 5.09366 0.03948 -1.75110
H4 4.67477 -1.84730 2.67983
H5 2.70744 -2.65193 3.95094
H6 0.43262 -2.53197 2.87386
S1 -2.49161 0.43545 -1.68932
C11 -3.22929 1.72803 -0.78063
C12 -4.49639 2.24721 -1.12845
C13 -5.06184 3.30852 -0.44467
C14 -4.38530 3.89609 0.62958
C15 -3.14310 3.39062 0.98721
C16 -2.56832 2.32511 0.29359
As1 -0.83144 1.52915 0.71513
C17 -0.57052 2.29854 2.51945
C18 0.07248 3.49734 2.82380
C19 0.18482 3.92967 4.14200
C20 -0.34927 3.17018 5.17520
C21 -0.98925 1.97123 4.88148
C22 -1.09153 1.53677 3.56645
C23 0.29965 2.74598 -0.32378
C24 1.68040 2.69415 -0.12910
C25 2.53764 3.47252 -0.89380
C26 2.02272 4.30371 -1.88293
C27 0.65253 4.34370 -2.09942
C28 -0.20512 3.56813 -1.32572
H7 -5.01681 1.78006 -1.95536
H8 -6.03926 3.67799 -0.74070
H9 -4.81712 4.72488 1.18001
H10 -2.61644 3.84593 1.81722
H11 0.48573 4.10603 2.02860
H12 0.68672 4.86631 4.35934
H13 -0.26736 3.50992 6.20149
H14 -1.40705 1.36742 5.67901
H15 -1.58314 0.59239 3.34112
H16 2.08968 2.02956 0.62339
H17 3.60779 3.41212 -0.73537
H18 2.69035 4.89891 -2.49617
H19 0.24656 4.96994 -2.88687
H20 -1.27292 3.58965 -1.50776
Se1 0.78147 -3.86778 -0.79824
C29 0.33834 -4.94204 -2.27812
C30 -0.13173 -6.24816 -2.11102
C31 -0.45410 -7.02412 -3.21428
C32 -0.31596 -6.50275 -4.49641
C33 0.15243 -5.20553 -4.67102
C34 0.47979 -4.42820 -3.57043
H21 -0.25978 -6.63417 -1.10830
H22 -0.83048 -8.03103 -3.07491
H23 -0.58192 -7.10440 -5.35802
H24 0.24808 -4.79156 -5.66783
H25 0.82216 -3.40826 -3.69400

(2)
Density functional theory data (the ωB97M-V functional and the def2-TZVPD basis) for C30H38F5N2OPd as an isolated structure in a non-equilibrium geometry.

## Properties
2S+1: 1
HOMO level (spin up / spin down): -10.32 / -10.32 eV
DFT total energy: -53813.3912 eV
gap between HOMO and LUMO (spin up / spin down): 5.16 / 5.16 eV
total charge: +1

Geometry (Å):
Pd1 0.70816 0.55489 -0.29661
C1 1.36756 2.70091 0.19021
C2 0.61318 2.57896 1.33493
C3 1.24899 1.55548 2.22543
C4 2.35070 1.06655 1.60647
C5 2.42066 1.69042 0.26586
C6 3.62811 1.73209 -0.60308
C7 3.33533 0.13043 2.20316
C8 0.79757 1.23509 3.60905
C9 -0.55463 3.38304 1.75097
C10 1.38986 3.82287 -0.80016
H1 3.35802 1.76235 -1.65521
H2 4.28586 0.88366 -0.43299
H3 4.18772 2.64606 -0.37675
H4 3.71043 0.54763 3.14145
H5 4.19036 -0.04447 1.55557
H6 2.87174 -0.83391 2.43308
H7 0.23748 0.29932 3.64968
H8 0.16535 2.01847 4.02273
H9 1.66068 1.11337 4.26572
H10 -0.40148 3.78389 2.75508
H11 -1.44763 2.75132 1.78282
H12 -0.73885 4.21563 1.07456
H13 2.13699 4.56117 -0.49589
H14 0.43130 4.32898 -0.86975
H15 1.65316 3.47557 -1.79726
F1 -0.84892 2.56625 -1.90382
C11 -0.18816 1.77265 -2.77106
C12 0.71091 0.80801 -2.32172
C13 1.32148 0.10540 -3.35578
F2 2.29016 -0.79130 -3.13814
C14 1.03720 0.30535 -4.69913
F3 1.66988 -0.40832 -5.62324
C15 0.10910 1.25290 -5.08090
F4 -0.17471 1.44833 -6.35663
C16 -0.50402 2.00147 -4.09794
F5 -1.39502 2.93415 -4.42613
C17 -4.32079 0.54379 -0.44900
C18 -3.11048 1.44123 -0.38007
N1 -3.32468 2.74198 -0.66569
O1 -2.01306 1.00629 -0.03857
H16 -4.94625 0.76875 -1.31317
H17 -4.92679 0.68832 0.44722
H18 -3.99180 -0.49136 -0.48873
H19 -4.20656 3.04426 -1.04064
H20 -2.53053 3.34941 -0.77363
C19 -3.13869 -4.58960 0.53146
C20 -2.43989 -3.30280 0.88157
C21 -3.02455 -2.39516 1.76680
C22 -2.39092 -1.21038 2.10473
C23 -3.02321 -0.23840 3.06278
C24 -1.14628 -0.95592 1.55346
C25 -0.51620 -1.82076 0.64386
C26 -1.21261 -3.00436 0.31867
N2 0.76153 -1.45209 0.22066
C27 1.65626 -2.44940 -0.42869
C28 1.17233 -2.96111 -1.79893
C29 1.83692 -3.63091 0.54668
C30 3.04241 -1.81794 -0.55125
H21 -4.10536 -4.66207 1.02719
H22 -2.54231 -5.45255 0.83164
H23 -3.30530 -4.66572 -0.54409
H24 -3.98771 -2.63208 2.20804
H25 -3.32837 -0.73416 3.98501
H26 -3.91723 0.21375 2.62894
H27 -2.33596 0.56814 3.32148
H28 -0.62740 -0.06603 1.85664
H29 -0.80125 -3.71078 -0.37669
H30 0.41969 -3.73726 -1.73002
H31 2.01283 -3.38869 -2.34623
H32 0.76269 -2.15009 -2.39842
H33 0.97713 -4.29584 0.58858
H34 2.04355 -3.26897 1.55549
H35 2.69767 -4.21251 0.21270
H36 3.00136 -0.80741 -0.92731
H37 3.66196 -2.40498 -1.22886
H38 3.53333 -1.81126 0.42176

(3)
Density functional theory data (the ωB97M-V functional and the def2-TZVPD basis) for C38H36BrN10O6PSTi as an isolated structure in a non-equilibrium geometry.

## Properties
2S+1: 3
HOMO level (spin up / spin down): -4.21 / -7.85 eV
DFT total energy: -180461.2030 eV
expectation value of S²: 2.01
gap between HOMO and LUMO (spin up / spin down): 4.68 / 8.31 eV
total charge: 0

Geometry (Å):
Ti1 0.41345 -0.13197 0.12358
C1 -2.16392 1.48871 5.36076
N1 -1.74882 1.80622 4.01263
C2 -2.35434 2.68311 3.14981
C3 -1.64385 2.61924 1.98734
N2 -0.61763 1.71862 2.11005
C4 -0.69065 1.25337 3.34927
P1 0.19700 -0.25442 3.87494
C5 1.73445 0.21103 2.94544
N3 1.96370 0.09446 1.64510
C6 3.28763 0.39066 1.43659
C7 3.86527 0.69753 2.62619
N4 2.87753 0.57275 3.57531
C8 3.03687 0.87115 4.98702
C9 -0.47560 -1.45470 2.70417
N5 -0.95494 -1.01723 1.49666
C10 -1.97672 -1.88450 1.15260
C11 -2.12101 -2.83905 2.09892
N6 -1.17994 -2.58637 3.07878
C12 -0.87907 -3.43350 4.20244
H1 -2.91883 2.20598 5.67510
H2 -1.31304 1.54764 6.03851
H3 -2.58303 0.48213 5.41115
H4 -3.21578 3.25989 3.43823
H5 -1.81010 3.18154 1.08427
H6 3.73484 0.32742 0.45885
H7 4.87085 0.97817 2.88397
H8 4.09904 0.86863 5.21968
H9 2.53258 0.11480 5.58517
H10 2.61823 1.84876 5.22424
H11 -2.52909 -1.75940 0.23562
H12 -2.78520 -3.68447 2.15303
H13 -0.61152 -4.43969 3.87099
H14 -1.72777 -3.50137 4.88690
H15 -0.03564 -3.00661 4.74245
C13 3.11724 -2.88868 2.71980
C14 2.10043 -3.35561 1.74375
N7 1.47060 -2.60668 0.86460
C15 0.66195 -3.44723 0.16095
C16 0.78807 -4.73142 0.61711
N8 1.70264 -4.64686 1.63574
C17 0.13632 -6.03252 0.34386
O1 -0.66021 -6.08745 -0.70381
O2 0.34885 -6.97483 1.07411
C18 -0.11254 -2.91487 -0.98202
O3 -0.69432 -3.69298 -1.75684
O4 -0.08574 -1.65186 -1.11511
H16 3.90520 -2.35126 2.19340
H17 3.55763 -3.72644 3.25896
H18 2.66100 -2.20945 3.44200
H19 2.00818 -5.44490 2.16991
H20 -0.70064 -5.19254 -1.16518
Br1 4.65138 0.20771 -2.69723
C19 3.70441 1.82392 -2.96989
C20 4.25219 2.69406 -3.90381
C21 3.67830 3.93601 -4.12632
C22 2.56653 4.33092 -3.39919
C23 2.02656 3.45969 -2.46815
C24 2.56454 2.19250 -2.25577
C25 1.81997 1.31382 -1.28450
O5 0.99620 1.83553 -0.48238
O6 1.96910 0.06359 -1.27967
H21 5.13712 2.39266 -4.44596
H22 4.11441 4.59772 -4.86338
H23 2.12149 5.30474 -3.55228
H24 1.16200 3.74416 -1.88712
N9 -1.43922 0.64247 -0.87662
S1 -1.30160 0.76175 -2.45137
C26 -2.75982 0.04873 -3.18080
C27 -4.02436 0.52747 -2.85599
C28 -5.13376 -0.06168 -3.43260
C29 -4.97622 -1.11539 -4.32885
C30 -3.71315 -1.58907 -4.63971
C31 -2.59145 -1.00660 -4.05985
C32 -1.58491 2.47742 -2.91303
C33 -1.87780 2.83110 -4.22410
C34 -2.06558 4.16686 -4.53540
C35 -1.96088 5.13815 -3.54554
C36 -1.64904 4.77426 -2.24590
C37 -1.45313 3.43597 -1.92378
H25 -2.31474 0.99035 -0.49983
H26 -4.13833 1.35420 -2.16483
H27 -6.12388 0.30087 -3.19020
H28 -5.84841 -1.57100 -4.77840
H29 -3.59517 -2.41606 -5.32618
H30 -1.59970 -1.38726 -4.26573
H31 -1.96866 2.07411 -4.99294
H32 -2.29956 4.45130 -5.55257
H33 -2.12545 6.17838 -3.79335
H34 -1.54752 5.53024 -1.47801
H35 -1.16692 3.12549 -0.92828
N10 3.13483 -2.97439 -1.91503
C38 3.84831 -2.83377 -1.00930
H36 2.41229 -3.02388 -2.60314

(4)
Density functional theory data (the ωB97M-V functional and the def2-TZVPD basis) for C16H28CrF12N2O20S6 as an isolated structure in a non-equilibrium geometry.

## Properties
2S+1: 4
HOMO level (spin up / spin down): -13.22 / -13.29 eV
DFT total energy: -187005.2336 eV
expectation value of S²: 3.77
gap between HOMO and LUMO (spin up / spin down): 7.52 / 8.67 eV
total charge: +1

Geometry (Å):
Cr1 -0.36857 -0.02949 -0.35854
C1 2.61139 0.34933 2.85725
F1 3.80381 0.74662 3.42273
F2 2.53738 -0.99438 2.61924
F3 1.70312 0.72212 3.70391
S1 2.24398 1.22178 1.10671
O1 3.01956 2.45859 1.06169
O2 2.67300 0.28369 0.08929
N1 0.47584 1.21702 0.91825
S2 0.19984 2.62103 1.61550
O3 0.96785 3.12724 2.69376
O4 0.03933 3.60910 0.54168
C2 -1.60418 2.34536 2.49755
F4 -2.39374 1.51328 1.85235
F5 -1.39071 1.69246 3.69456
F6 -2.34904 3.43935 2.76035
C3 -2.67825 -3.36835 -1.22982
F7 -1.79961 -3.45486 -0.21517
F8 -2.45564 -4.29236 -2.15282
F9 -3.92018 -3.54690 -0.71553
S3 -2.64616 -1.62309 -2.03563
O5 -3.23362 -1.68601 -3.38631
O6 -3.35250 -0.83061 -1.06559
N2 -0.94299 -1.14722 -1.88115
S4 -0.48276 -1.66872 -3.36659
O7 -0.75828 -3.06412 -3.65396
O8 -0.78297 -0.63541 -4.37585
C4 1.50963 -1.62707 -3.30744
F10 1.96789 -2.82271 -3.06978
F11 2.06587 -1.16332 -4.51143
F12 1.89629 -0.86329 -2.23845
C5 -0.24497 -1.28585 4.29010
O9 -0.61442 -0.86338 2.92740
C6 -1.59417 -1.39103 2.12296
O10 -1.58756 -1.06703 0.95332
O11 -2.51718 -1.95538 2.83968
C7 -3.73595 -2.45958 2.37774
H1 -0.84812 -2.03911 4.79698
H2 -0.36171 -0.40476 4.92108
H3 0.80790 -1.55668 4.36891
H4 -4.29569 -1.59417 2.02298
H5 -4.19198 -3.05675 3.16737
H6 -3.62651 -3.09093 1.49597
C8 -3.72423 4.58614 -0.54630
O12 -2.72232 3.59327 -0.34668
C9 -2.57082 2.46799 -1.13027
O13 -1.83207 1.52675 -0.85486
O14 -3.26034 2.62390 -2.26338
C10 -3.19773 1.65741 -3.31520
H7 -3.31598 5.29782 -1.26391
H8 -3.76070 5.17262 0.37174
H9 -4.66015 4.11018 -0.83892
H10 -3.63460 1.93812 -4.27356
H11 -3.70992 0.76368 -2.95883
H12 -2.14583 1.49816 -3.55234
O15 2.00569 1.72100 -3.98976
S5 1.44551 2.17403 -2.71063
O16 0.59196 1.31092 -1.87705
O17 2.71020 2.68802 -1.76373
C11 3.82726 3.33830 -2.42001
C12 4.62952 4.32976 -1.47803
C13 0.67537 3.88622 -2.79068
H13 3.54318 3.85148 -3.33873
H14 4.42807 2.47913 -2.71826
H15 4.07997 5.24581 -1.26133
H16 5.60120 4.61064 -1.88428
H17 4.68541 3.73775 -0.56452
H18 -0.37213 3.75376 -3.06145
H19 1.28030 4.39171 -3.54342
H20 0.82871 4.37663 -1.82938
O18 0.59673 -4.21844 -0.41761
S6 1.21863 -3.07789 0.28775
O19 0.78105 -1.72152 0.12277
O20 1.07843 -3.35466 1.86618
C14 1.08490 -4.68795 2.37975
C15 1.17437 -4.61324 3.91984
C16 3.08494 -3.14658 0.22401
H21 1.90125 -5.24433 1.91919
H22 0.13435 -5.18666 2.19041
H23 1.00549 -5.65491 4.19279
H24 0.35841 -4.10864 4.43723
H25 2.20026 -4.41645 4.23116
H26 3.31300 -4.13850 0.61413
H27 3.55620 -2.42205 0.88816
H28 3.34122 -2.90377 -0.80724

(5)
Density functional theory data (the ωB97M-V functional and the def2-TZVPD basis) for a 2-piece molecular cluster, C3H4N2O3 overall in a non-equilibrium geometry.

## Properties
2S+1: 1
HOMO level: -8.35 eV
DFT total energy: -12291.7094 eV
gap between HOMO and LUMO: 8.39 eV
total charge: 0

Geometry (Å):
C1 -0.61568 -0.70911 0.58219
C2 0.69749 -0.72721 0.43721
C3 -0.13257 0.92185 -0.88703
H1 -1.91757 -1.12813 2.38844
H2 -0.61936 -2.04518 1.78879
H3 1.53634 -1.03535 1.02739
H4 1.66286 1.28349 -2.36882
N1 -1.41909 -1.56750 1.30153
N2 -0.12575 2.08449 -1.39614
O1 1.06685 0.26297 -0.51527
O2 1.03441 2.47111 -1.92112
O3 -1.16793 0.18856 -0.43716

(6)
Density functional theory data (the ωB97M-V functional and the def2-TZVPD basis) for a 2-piece molecular cluster, C36H46FN2O8PS3 overall in a non-equilibrium geometry.

## Properties
2S+1: 1
HOMO level: -8.02 eV
DFT total energy: -101933.7729 eV
gap between HOMO and LUMO: 7.09 eV
SMILES string: CP(O)c1c(F)c(-c2ccccn2)c2c(c1COCOCCO)C(=O)c1c(S)c(CCCS)cc(CCCCCN)c1C2=O.O=S1(=O)CCCC1
total charge: 0

Geometry (Å):
C1 -3.84528 4.65324 2.87764
P1 -3.76738 2.88250 2.18348
O1 -4.10753 1.70950 3.39242
C2 -1.94871 2.69464 1.63106
C3 -1.68028 2.95985 0.11103
F1 -2.77921 3.29868 -0.73999
C4 -0.24777 2.81978 -0.47019
C5 -0.06799 3.07422 -2.05600
C6 -0.87985 2.11670 -2.94136
C7 -0.69140 2.30356 -4.49519
C8 0.31403 3.45704 -4.81078
C9 1.01307 4.34851 -3.77069
N1 0.80547 4.13647 -2.38192
C10 0.89970 2.41676 0.48152
C11 0.64235 2.14319 2.01247
C12 -0.78966 2.28160 2.60898
C13 -1.10282 1.98305 4.14066
O2 -1.85612 3.04475 4.80216
C14 -2.32463 2.51504 6.08571
O3 -3.76250 2.54798 6.20252
C15 -4.30946 1.26755 6.58667
C16 -5.80106 1.04288 5.95586
O4 -6.30114 2.35837 5.53809
C17 1.91853 1.68213 2.89028
O5 2.13639 2.10405 4.04965
C18 2.91037 0.66438 2.12000
C19 3.59175 -0.54655 2.80928
S1 3.29469 -0.80405 4.61323
C20 4.49652 -1.48128 1.92142
C21 5.24659 -2.72865 2.57572
C22 4.29049 -3.80526 3.28120
C23 5.08803 -4.58898 4.46511
S2 5.64432 -3.47988 5.84912
C24 4.70803 -1.20957 0.38738
C25 4.03469 0.02879 -0.31644
C26 4.29128 0.21952 -1.87816
C27 2.97763 0.52063 -2.75019
C28 2.97355 -0.15809 -4.21245
C29 1.44365 -0.54360 -4.60643
C30 1.24597 -2.12025 -4.37429
N2 0.87751 -2.41666 -2.94263
C31 3.15616 0.92205 0.58429
C32 2.40836 2.21238 -0.03469
O6 3.00910 2.98174 -0.81647
H1 -2.77897 4.95992 3.17694
H2 -4.55567 4.64727 3.77297
H3 -4.23729 5.31089 2.01233
H4 -5.05947 1.48411 3.33501
H5 -1.56379 1.29525 -2.52044
H6 -1.22000 1.67456 -5.27741
H7 0.52402 3.68270 -5.91834
H8 1.74294 5.18210 -4.07900
H9 -1.78519 1.04558 4.15750
H10 -0.19004 1.72531 4.77533
H11 -1.86884 1.47879 6.28513
H12 -1.92293 3.21844 6.91148
H13 -4.42439 1.25418 7.73862
H14 -3.69391 0.36685 6.22109
H15 -5.76725 0.37654 5.02483
H16 -6.50339 0.54525 6.70511
H17 -6.69942 2.25902 4.64585
H18 4.32030 -0.20757 5.35644
H19 5.79798 -3.26598 1.71887
H20 6.07036 -2.32736 3.27282
H21 3.27979 -3.40528 3.62206
H22 4.06227 -4.61845 2.48887
H23 4.46249 -5.43396 4.92505
H24 6.00924 -5.10969 3.99980
H25 6.94161 -3.11403 5.48099
H26 5.38476 -1.93987 -0.18807
H27 5.13403 0.98944 -2.02170
H28 4.71881 -0.78241 -2.26989
H29 2.96107 1.66344 -2.93302
H30 2.00513 0.30838 -2.16082
H31 3.69762 -1.03313 -4.30658
H32 3.27665 0.66321 -4.96514
H33 0.67466 0.10779 -4.03878
H34 1.24052 -0.34112 -5.72319
H35 0.47122 -2.58893 -5.07623
H36 2.26036 -2.63923 -4.57546
H37 0.33711 -3.28856 -2.99106
H38 0.27254 -1.64558 -2.62930
O7 -1.51761 -3.51006 -3.75386
S3 -2.71301 -4.16173 -4.24244
O8 -3.22062 -5.38053 -3.65589
C33 -4.02863 -2.95822 -4.30164
C34 -3.90557 -2.33389 -5.68541
C35 -3.64272 -3.49713 -6.64398
C36 -2.56170 -4.37661 -6.01249
H39 -3.91029 -2.23752 -3.49281
H40 -4.97479 -3.49300 -4.19381
H41 -4.80670 -1.78032 -5.95704
H42 -3.06048 -1.63783 -5.70886
H43 -4.56178 -4.07802 -6.77239
H44 -3.33704 -3.14551 -7.63190
H45 -2.70195 -5.42882 -6.26187
H46 -1.56121 -4.05470 -6.30754